## P
14
Properties=species:S:1:pos:R:3 method="wB97M-V/def2-TZVPD" smiles=CCS.C orbital_gap_ev=9.88 mol_weight_g_mol=78.18 homo_energy_ev=-9.0
H 2.415 6.112 2.570
H 1.780 4.472 1.667
H 0.991 5.927 1.425
C 1.938 5.577 1.712
H 1.369 -1.237 -0.596
C -0.727 -2.457 -0.873
H 0.090 -3.240 -0.860
H -1.105 -2.406 -1.914
H -2.219 -3.575 -0.013
H -2.519 -1.826 0.242
C -1.782 -2.602 0.273
S 0.083 -0.654 -0.710
H 2.621 5.878 0.928
H -1.332 -2.750 1.242

***

## Q
14
Properties=species:S:1:pos:R:3 method="wB97M-V/def2-TZVPD" smiles=CCC.S orbital_gap_ev=10.70 mol_weight_g_mol=78.18 homo_energy_ev=-9.8
H -0.986 -2.240 0.640
H 0.282 -1.452 -0.373
H -0.992 2.085 0.139
S 3.174 -0.180 0.119
H 0.328 1.060 -0.700
H 3.629 0.585 -0.838
H -2.119 0.016 0.875
C -0.796 -1.406 -0.088
C -1.053 -0.070 0.608
H -1.453 -1.563 -0.983
H -0.415 0.060 1.445
H 2.521 0.881 0.714
C -0.759 1.133 -0.338
H -1.361 1.092 -1.221

***

Stability ranking, top entry: Q; the second entry is 0.0256 hartree less favorable.